(1)
{
  "formula": "C28H36As2EuSi",
  "method": "ωB97M-V/def2-TZVPD",
  "e_lumo_ev": [-4.5, -2.9],
  "multiplicity": 7,
  "total_charge": 1,
  "e_homo_ev": [-10.92, -10.93],
  "s_squared": 12.32,
  "max_force_ev_per_a": 2.02,
  "energy_ev": -178493.8306,
  "species": ["Eu", "As", "As", "Si", "C", "C", "C", "C", "C", "C", "C", "C", "C", "C", "C", "C", "C", "C", "C", "C", "C", "C", "C", "C", "C", "C", "C", "C", "C", "C", "C", "C", "H", "H", "H", "H", "H", "H", "H", "H", "H", "H", "H", "H", "H", "H", "H", "H", "H", "H", "H", "H", "H", "H", "H", "H", "H", "H", "H", "H", "H", "H", "H", "H", "H", "H", "H", "H"],
  "xyz": [[0.06473, 1.39581, 0.92731], [0.90415, 4.60989, 1.70569], [-0.10349, 3.10525, -1.60155], [0.24376, -3.27166, -0.90452], [0.91850, -4.38330, 3.46926], [2.50693, -5.96714, -3.88958], [-1.60380, 0.06738, 2.68828], [-2.59914, 0.92979, 0.78831], [-2.13257, -0.38208, 0.48123], [0.38466, -5.18664, -3.00791], [0.90582, -3.75265, 0.76082], [-3.68754, 4.46690, 0.20584], [1.12310, -6.10369, -3.75813], [1.20266, -2.76404, 1.70236], [0.80809, -5.40362, 2.51715], [-1.37500, 2.17296, -2.78756], [3.16737, -4.87082, -3.31374], [-0.97844, 4.42084, 0.94645], [0.34574, 4.62780, -2.75672], [-1.96358, 4.80587, 1.87381], [1.08069, -4.19723, -2.28893], [2.45600, -3.98560, -2.50299], [1.61435, 0.47596, -0.33990], [-1.54459, -0.91591, 1.66504], [2.30204, 3.74692, 0.58661], [1.17352, -3.06779, 3.06196], [0.88034, -5.10119, 1.15627], [-3.31253, 4.80888, 1.50612], [-2.71414, 4.09099, -0.72676], [0.78304, 3.22752, 3.11631], [-1.36050, 4.01676, -0.35724], [-2.28450, 1.20155, 2.15000], [1.32723, -2.28054, 3.80107], [-1.76432, 2.89261, -3.52333], [3.07245, -6.72145, -4.43652], [-1.18351, -0.04765, 3.68581], [0.89103, -5.88767, 0.39688], [-0.21410, 2.77136, 3.19773], [-3.02357, 3.84945, -1.74613], [-0.46498, 4.78323, -3.48261], [0.65122, -6.43358, 2.83448], [0.59923, -6.93426, -4.22418], [-2.50029, 2.12371, 2.67306], [2.46022, 0.67733, -0.99307], [-2.22998, -0.90023, -0.48644], [-3.10732, 1.59025, 0.08870], [4.23095, -4.69386, -3.46407], [-1.11328, -3.68433, -0.91941], [0.88766, -0.17251, -0.88739], [0.40978, -1.81341, -1.19952], [1.44186, -1.75490, 1.36345], [2.02213, 2.83075, 0.02182], [1.28249, 4.36033, -3.26845], [2.96884, -3.14581, -2.03067], [-4.74281, 4.51227, -0.08089], [-1.67981, 5.11943, 2.88540], [-0.70817, -5.26319, -2.93884], [0.97310, 3.81685, 4.02226], [-2.18199, 1.71614, -2.19620], [3.12728, 3.51730, 1.27875], [-4.07213, 5.11027, 2.22898], [1.95598, -0.12661, 0.53997], [1.57730, 2.47605, 3.00471], [0.49125, 5.51046, -2.12042], [0.76585, -4.60291, 4.52523], [-1.17963, -1.93670, 1.78410], [2.61011, 4.53424, -0.11691], [-0.78576, 1.38985, -3.29064]],
  "lowdin_spin": [6.4490, -0.0014, -0.0150, -0.0010, 0.0000, 0.0000, -0.0177, -0.0168, -0.0277, 0.0000, 0.0000, -0.0003, 0.0000, 0.0005, -0.0002, 0.0005, 0.0000, -0.0016, -0.0058, 0.0003, 0.0000, 0.0000, -0.2483, -0.0251, -0.0047, -0.0001, 0.0000, -0.0003, -0.0002, -0.0020, -0.0019, -0.0292, 0.0000, 0.0000, 0.0000, -0.0001, 0.0000, -0.0001, 0.0000, -0.0007, 0.0000, 0.0000, -0.0004, -0.0130, -0.0010, 0.0002, 0.0000, -0.0001, -0.0133, -0.0013, 0.0004, -0.0046, 0.0000, 0.0000, 0.0000, 0.0000, 0.0000, -0.0004, 0.0001, 0.0001, 0.0000, -0.0151, -0.0004, -0.0001, 0.0000, -0.0007, -0.0005, 0.0000]
}

***

(2)
{
  "formula": "C13H43BNO10Pt",
  "method": "ωB97M-V/def2-TZVPD",
  "e_lumo_ev": [-4.6, -9.0],
  "multiplicity": 3,
  "total_charge": 1,
  "e_homo_ev": [-10.48, -10.47],
  "s_squared": 2.02,
  "max_force_ev_per_a": 4.94,
  "energy_ev": -40043.6100,
  "species": ["Pt", "O", "O", "O", "O", "O", "O", "O", "O", "O", "O", "N", "C", "C", "C", "C", "C", "C", "C", "C", "C", "C", "C", "C", "C", "B", "H", "H", "H", "H", "H", "H", "H", "H", "H", "H", "H", "H", "H", "H", "H", "H", "H", "H", "H", "H", "H", "H", "H", "H", "H", "H", "H", "H", "H", "H", "H", "H", "H", "H", "H", "H", "H", "H", "H", "H", "H", "H", "H"],
  "xyz": [[-1.22140, -0.58484, -2.95151], [6.25394, -0.36796, -4.33643], [-1.71570, 3.16305, 4.00080], [-0.80612, -3.92551, -1.26802], [-0.99831, 2.53508, -5.40171], [-3.52279, -3.30332, -1.83471], [3.07513, -2.44839, 4.85413], [-3.52967, 2.00281, -4.60130], [3.23935, -0.22877, -3.64429], [-4.35566, 2.23360, 2.85796], [1.24448, 5.91626, -1.45660], [1.93816, -5.79059, 3.87179], [4.27226, 0.62225, -3.20215], [-2.71818, 2.39245, 4.66695], [5.32426, 0.72505, -4.35871], [-4.10041, 2.75322, 4.13696], [0.70824, -4.20954, 5.26010], [-1.85043, -4.88799, -1.07665], [1.74753, -4.37257, 4.14349], [-3.27086, -4.22761, -0.76513], [-2.07659, 3.10642, -6.09599], [2.57205, -1.48082, 3.91114], [3.11711, -3.71648, 4.35052], [-3.24074, 3.25209, -5.13104], [1.00254, 6.85703, -0.39064], [-1.02061, 1.65695, -0.30486], [-1.76733, 2.86147, 3.09087], [-0.74894, 1.92343, -1.31453], [-1.87179, 0.99863, -0.38461], [-3.60026, -3.83929, -2.62739], [4.69596, 0.26904, -2.26204], [3.74646, -3.80182, 3.46466], [-1.80117, 4.07022, -6.52416], [-2.69019, 2.55138, 5.74494], [-4.38044, 3.79977, 4.25704], [3.71122, -4.26408, 5.08214], [-3.59169, 2.42393, 2.30867], [-3.02427, 3.83751, -4.23744], [-4.09801, 3.79216, -5.53295], [1.04264, -4.63284, 6.20725], [-4.86941, 2.32906, 4.78260], [1.13060, 7.88010, -0.74426], [3.42013, -1.24134, 3.26965], [-2.31855, 2.41819, -6.90586], [6.75931, -0.26087, -5.14558], [-0.25466, 1.17920, 0.28616], [-3.98202, -5.04821, -0.85985], [1.81088, -1.90211, 3.25446], [-1.72456, -5.46577, -1.99231], [3.88050, 1.57930, -2.85767], [4.89544, 0.71095, -5.36072], [-1.32167, 2.53884, 0.23908], [-1.58799, -5.43885, -0.17344], [-0.30146, 3.16465, -5.60084], [-0.04025, 6.76677, -0.08645], [1.48552, 6.66434, 0.56733], [-2.45421, 1.33909, 4.57290], [1.02869, -6.22508, 3.93645], [2.25365, -5.89008, 2.91750], [3.70286, -1.04365, -3.85096], [0.81993, 5.08406, -1.23570], [-0.28757, -4.60933, 5.06872], [-3.31856, -3.71376, 0.19497], [-4.46277, 1.87018, -4.78387], [2.24749, -0.52806, 4.32948], [0.49105, -3.18189, 5.55144], [5.95278, 1.60264, -4.20741], [0.01793, -4.21048, -0.86636], [1.33685, -4.02942, 3.19392]],
  "lowdin_spin": [0.9948, 0.0000, 0.0000, 0.0023, 0.0019, 0.0041, 0.2474, 0.0005, 0.0003, 0.0000, 0.0000, 0.3967, 0.0000, 0.0000, 0.0000, 0.0000, 0.0045, 0.0000, 0.1203, 0.0000, 0.0000, 0.0325, 0.0664, 0.0000, 0.0000, -0.0009, 0.0000, -0.0007, 0.0022, 0.0000, 0.0000, 0.0080, 0.0000, 0.0000, 0.0000, 0.0062, 0.0000, 0.0000, 0.0000, 0.0040, 0.0000, 0.0000, 0.0162, 0.0000, 0.0000, 0.0005, 0.0001, 0.0120, 0.0000, 0.0000, 0.0000, -0.0030, 0.0000, 0.0000, 0.0000, 0.0000, 0.0000, 0.0167, 0.0120, 0.0000, 0.0000, 0.0011, 0.0000, 0.0000, 0.0005, 0.0007, 0.0000, 0.0000, 0.0523]
}

***

(3)
{
  "formula": "CH12N4P2Si",
  "method": "ωB97M-V/def2-TZVPD",
  "e_lumo_ev": 0.8,
  "total_charge": 0,
  "e_homo_ev": -7.35,
  "e_above_lowest_kj_mol": 55.7,
  "max_force_ev_per_a": 4.22,
  "energy_ev": -33646.3942,
  "species": ["P", "P", "Si", "N", "N", "N", "N", "C", "H", "H", "H", "H", "H", "H", "H", "H", "H", "H", "H", "H"],
  "xyz": [[-0.29643, 1.62782, 0.58859], [0.78823, -1.33366, -0.85909], [-1.28075, 0.51025, -1.94083], [1.94825, -1.28155, 0.44799], [-0.52225, -2.11051, 0.01855], [0.97529, 1.37733, 1.68665], [-1.31582, 0.73520, 1.51727], [0.22619, 0.49782, -0.81939], [-2.61181, 0.66262, -1.34626], [-0.16784, -2.95445, 0.37433], [1.72454, 0.99653, 1.19214], [-1.31462, -2.42426, -0.51976], [-2.32140, 0.96185, 1.54265], [2.58911, -0.52244, 0.37695], [1.32368, 2.28782, 2.02923], [-1.58518, -0.41629, -3.04586], [1.16319, 1.02270, -1.26195], [2.46826, -2.06028, 0.50839], [-0.86942, 0.68788, 2.39715], [-0.92124, 1.73561, -2.88675]],
  "lowdin_charge": [0.6393, 0.7236, 0.4491, -0.1883, -0.2096, -0.1935, -0.2145, -0.8419, -0.0859, -0.0132, -0.0437, 0.0147, 0.0479, 0.0075, 0.0445, -0.0976, 0.0492, -0.0393, 0.0040, -0.0524]
}

***

(4)
{
  "formula": "C5H6O2",
  "method": "ωB97M-V/def2-TZVPD",
  "e_lumo_ev": 0.7,
  "total_charge": 0,
  "smiles": "O=CCC#CCO",
  "e_homo_ev": -10.03,
  "e_above_lowest_kj_mol": 232.1,
  "max_force_ev_per_a": 0.60,
  "energy_ev": -9374.6896,
  "species": ["O", "O", "C", "C", "C", "C", "C", "H", "H", "H", "H", "H", "H"],
  "xyz": [[2.19953, 0.76417, -2.92176], [-2.55760, -1.32471, 1.02751], [-1.67790, -0.42665, 1.67311], [1.44048, 0.34700, -2.08394], [-0.50150, -0.05572, 0.86803], [1.54981, 0.77241, -0.62358], [0.45439, 0.28811, 0.21680], [2.53047, 0.44095, -0.25895], [-2.26426, 0.47563, 1.87021], [-2.03331, -1.96828, 0.53861], [1.57659, 1.86851, -0.61853], [-1.34273, -0.81613, 2.64682], [0.62602, -0.36528, -2.33432]],
  "lowdin_charge": [0.0541, -0.0591, -0.2747, -0.2533, 0.0097, -0.1562, -0.0337, 0.1287, 0.1223, 0.0863, 0.1302, 0.1192, 0.1266]
}